Record 1
Below is a structure of composition C30H35BMnN10O2Te, with properties calculated with ωB97M-V with the def2-TZVPD basis set.

Summary:
- Spin multiplicity: 2
- F_max: 0.47 eV Å⁻¹
- HOMO-LUMO gap (spin up / spin down): 0.299 / 0.280 Eh
- Energy relative to the best compared isomer or geometry (same formula, charge and spin): 64.61 kJ/mol

Atoms and positions in Å:
Mn 0.500 0.626 -0.206
C 0.231 -2.202 3.064
C 0.665 -1.853 1.783
N 0.138 -0.694 1.402
N -0.628 -0.274 2.427
C -0.596 -1.160 3.432
B -1.282 1.118 2.383
N -2.133 1.213 1.103
C -3.427 1.538 0.996
C -3.775 1.509 -0.338
C -2.594 1.149 -0.988
N -1.602 0.972 -0.117
N -0.155 2.160 2.294
C 0.135 3.235 3.040
C 1.224 3.871 2.475
C 1.535 3.098 1.352
N 0.705 2.065 1.265
H 0.486 -3.076 3.636
H 1.343 -2.387 1.139
H -1.152 -0.976 4.336
H -1.965 1.297 3.353
H -4.005 1.759 1.878
H -4.734 1.715 -0.777
H -2.442 1.009 -2.044
H -0.462 3.478 3.903
H 1.708 4.770 2.813
H 2.278 3.245 0.587
O 0.522 3.535 -3.075
C 0.511 2.455 -2.501
O 1.074 2.137 -1.407
C -0.196 1.288 -3.183
C -0.777 1.466 -4.430
C -1.358 0.383 -5.063
C -1.327 -0.848 -4.426
C -0.733 -0.934 -3.180
N -0.182 0.107 -2.547
H -0.748 2.457 -4.859
H -1.819 0.489 -6.036
H -1.755 -1.733 -4.876
H -0.701 -1.890 -2.678
C -0.220 -5.109 0.558
Te -1.048 -3.618 -0.731
C 0.994 -3.126 -1.165
C 1.824 -4.261 -0.626
C 3.180 -4.353 -0.934
C 3.944 -5.403 -0.456
C 3.355 -6.377 0.340
C 2.011 -6.288 0.657
C 1.236 -5.231 0.184
H -0.753 -6.050 0.441
H -0.328 -4.772 1.589
H 1.261 -2.174 -0.703
H 1.129 -3.015 -2.240
H 3.631 -3.594 -1.564
H 4.995 -5.468 -0.708
H 3.944 -7.208 0.709
H 1.550 -7.047 1.279
C 4.758 1.092 -3.329
C 3.397 0.479 -3.611
N 2.819 -0.072 -2.388
C 3.333 0.102 -1.139
N 2.515 0.043 -0.116
C 3.134 0.007 1.214
C 4.425 0.802 1.279
C 5.368 0.285 0.215
N 4.680 0.267 -1.064
C 5.458 0.234 -2.289
H 4.643 2.100 -2.927
H 5.341 1.155 -4.248
H 3.496 -0.327 -4.343
H 2.719 1.228 -4.029
H 1.808 -0.080 -2.359
H 3.330 -1.031 1.513
H 2.418 0.407 1.927
H 4.883 0.710 2.264
H 4.212 1.858 1.101
H 5.716 -0.723 0.474
H 6.250 0.922 0.117
H 5.577 -0.794 -2.655
H 6.451 0.621 -2.060

These are the Mulliken partial charges, in e, on atoms 1 to 5: number 1, Mn, carries 0.07; number 2, C, carries -1.67; number 3, C, carries -0.92; number 4, N, carries 1.01; number 5, N, carries 0.12


Record 2
Below is a cluster of 2 separate species, C3H8NO2 in total, with properties calculated with ωB97M-V with the def2-TZVPD basis set.

Summary:
- F_max: 2.23 eV Å⁻¹
- HOMO-LUMO gap: 0.339 Eh
- Net charge: +1
- Energy relative to the best compared isomer or geometry (same formula, charge and spin): 231.31 kJ/mol

Atoms and positions in Å:
O -1.455 1.414 -1.177
C -1.251 0.824 -2.193
O -1.768 -0.352 -2.572
H -0.471 1.212 -2.874
H -2.404 -0.301 -3.299
C 0.991 -1.340 1.725
C 0.900 0.911 0.705
N 0.492 0.016 1.510
H 0.684 -2.069 0.982
H 0.409 -1.754 2.548
H 2.071 -1.367 1.769
H 1.971 0.920 0.527
H 0.294 1.783 0.492
H -0.463 0.101 1.856

These are the Mulliken partial charges, in e, on atoms 1 to 5: number 1, O, carries -0.45; number 2, C, carries 0.19; number 3, O, carries -0.44; number 4, H, carries 0.36; number 5, H, carries 0.36


Record 3
Below is a cluster of 2 separate species, C4H5B in total, with properties calculated with ωB97M-V with the def2-TZVPD basis set.

Summary:
- F_max: 3.98 eV Å⁻¹
- HOMO-LUMO gap: 0.302 Eh
- Energy relative to the best compared isomer or geometry (same formula, charge and spin): 145.86 kJ/mol

Atoms and positions in Å:
B 0.134 1.194 -0.141
C -1.219 0.484 -0.299
C 1.269 0.166 -0.270
C -0.865 -0.794 -0.074
C 0.600 -0.975 -0.026
H 0.472 2.435 1.207
H -2.238 0.817 -0.380
H 2.341 0.243 -0.265
H -1.534 -1.632 0.059
H 1.040 -1.938 0.191

These are the Mulliken partial charges, in e, on atoms 1 to 5: number 1, B, carries -0.10; number 2, C, carries -0.43; number 3, C, carries -0.45; number 4, C, carries -0.25; number 5, C, carries -0.25


Record 4
Below is a structure of composition C26H33F5N3PPdSSi, with properties calculated with ωB97M-V with the def2-TZVPD basis set.

Summary:
- F_max: 2.06 eV Å⁻¹
- HOMO-LUMO gap: 0.225 Eh
- Energy relative to the best compared isomer or geometry (same formula, charge and spin): 201.30 kJ/mol

Atoms and positions in Å:
Pd 0.397 -0.028 -1.146
C -1.030 -3.288 2.710
N -0.834 -1.780 2.783
C 0.320 -1.489 3.744
N 1.494 -2.180 3.352
C 1.249 -3.615 3.264
N 0.176 -3.933 2.324
C 0.560 -3.651 0.929
P 1.002 -1.859 0.601
C -0.553 -1.209 1.420
C 2.086 -1.647 2.111
H -1.823 -3.479 1.989
H -1.342 -3.617 3.702
H -1.681 -1.344 3.146
H -0.009 -1.818 4.730
H 0.484 -0.413 3.739
H 0.986 -3.996 4.252
H 2.160 -4.107 2.930
H -0.258 -3.921 0.259
H 1.408 -4.285 0.667
H -1.396 -1.424 0.766
H -0.478 -0.128 1.498
H 2.303 -0.588 2.241
H 3.036 -2.155 1.937
C -3.460 3.731 -0.401
C -3.617 2.255 -0.011
C -3.834 2.146 1.506
C -4.820 1.651 -0.746
C -2.385 1.527 -0.375
C -1.375 0.924 -0.700
H -4.368 4.290 -0.157
H -3.273 3.819 -1.472
H -2.619 4.181 0.128
H -4.717 2.712 1.815
H -2.966 2.537 2.043
H -3.981 1.100 1.791
H -5.733 2.202 -0.496
H -4.959 0.605 -0.468
H -4.670 1.698 -1.824
C 3.847 1.125 -1.713
Si 2.171 1.456 -0.968
C 1.596 3.122 -1.593
C 2.385 1.677 0.903
C 3.600 1.510 1.573
C 3.695 1.670 2.955
C 2.568 2.000 3.694
C 1.345 2.168 3.045
C 1.257 2.002 1.669
H 4.531 1.894 -1.343
H 3.795 1.198 -2.801
H 4.247 0.139 -1.460
H 2.312 3.895 -1.291
H 0.615 3.372 -1.186
H 1.522 3.125 -2.684
H 4.492 1.245 1.011
H 4.650 1.549 3.452
H 2.641 2.136 4.767
H 0.466 2.447 3.615
H 0.299 2.125 1.167
F -0.260 -1.226 -8.352
C -0.275 -1.409 -7.029
C -0.748 -2.584 -6.486
F -1.188 -3.555 -7.298
C -0.769 -2.759 -5.117
F -1.242 -3.922 -4.657
C -0.317 -1.791 -4.218
S -0.309 -2.110 -2.504
C 0.148 -0.617 -4.812
F 0.620 0.390 -4.058
C 0.178 -0.423 -6.179
F 0.648 0.723 -6.688

These are the Mulliken partial charges, in e, on atoms 1 to 5: number 1, Pd, carries 0.59; number 2, C, carries -0.84; number 3, N, carries 0.24; number 4, C, carries -0.68; number 5, N, carries 0.18


Record 5
Below is the molecule C5H3N, with properties calculated with ωB97M-V with the def2-TZVPD basis set.

Summary:
- F_max: 1.47 eV Å⁻¹
- HOMO-LUMO gap: 0.364 Eh
- Energy relative to the best compared isomer or geometry (same formula, charge and spin): 339.13 kJ/mol

Atoms and positions in Å:
C -0.542 -2.138 -0.026
C 0.151 -1.089 0.032
C -2.329 1.047 0.289
C 1.005 0.074 0.436
C -0.064 0.324 -0.545
N -1.265 0.838 -0.136
H 0.867 0.413 1.456
H 2.029 0.063 0.092
H 0.148 0.467 -1.598

These are the Mulliken partial charges, in e, on atoms 1 to 5: number 1, C, carries -0.38; number 2, C, carries 0.27; number 3, C, carries -0.12; number 4, C, carries -0.47; number 5, C, carries -0.17


Record 6
Below is a cluster of 3 separate species, C2H9NO3 in total, with properties calculated with ωB97M-V with the def2-TZVPD basis set.

Summary:
- F_max: 2.02 eV Å⁻¹
- SMILES: NCC=O.O.O
- HOMO-LUMO gap: 0.388 Eh
- Energy relative to the best compared isomer or geometry (same formula, charge and spin): 186.05 kJ/mol

Atoms and positions in Å:
N -0.215 -0.935 0.542
C -1.289 -0.896 1.517
C -0.919 -0.510 2.931
O -1.588 0.198 3.617
H 0.152 -0.015 0.390
H -0.496 -1.337 -0.335
H -2.055 -0.153 1.239
H -1.856 -1.830 1.456
H 0.074 -0.891 3.256
O 1.209 4.486 -4.496
H 0.409 4.568 -5.021
H 1.738 5.250 -4.783
O 1.573 -3.006 -0.005
H 1.838 -2.685 -0.878
H 1.424 -2.245 0.571

These are the Mulliken partial charges, in e, on atoms 1 to 5: number 1, N, carries -0.52; number 2, C, carries -0.46; number 3, C, carries 0.04; number 4, O, carries -0.45; number 5, H, carries 0.19